# C2H4N2OS

A single C2H4N2OS molecule at a distorted geometry (ωB97M-V/def2-TZVPD, the OMol25 dataset).

Cartesian coordinates (Å):
N: 1.921 -0.012 0.238
N: 1.178 0.357 -0.856
C: -0.137 0.187 -0.979
C: -1.066 -0.132 0.110
O: -2.389 0.127 -0.107
S: -0.622 -0.796 1.563
H: 1.422 -0.444 1.028
H: 2.960 0.189 0.146
H: -0.513 0.419 -1.982
H: -2.755 0.105 0.839

SMILES: N/N=C\C(O)=S
Frontier orbital gap, hartree: 0.3148
Spin multiplicity: 1
LUMO level, Eh: -0.0167
Energy, Eh: -661.4905
Energy above the lowest of the compared OMol25 structures with the same formula, charge and spin, kcal/mol: 59.66
HOMO, eV: -9.02

=====

# C2H4N2OS

2 unconnected molecules or ions with the total composition C2H4N2OS at a distorted geometry (ωB97M-V/def2-TZVPD, the OMol25 dataset).

Cartesian coordinates (Å):
C: 0.790 0.634 -0.140
C: -1.591 0.563 0.040
N: 1.530 -1.847 0.045
N: 0.494 -1.348 -0.166
O: -0.326 1.250 -0.198
S: 2.365 0.939 -0.010
H: -2.255 1.290 0.712
H: -1.458 -0.341 0.577
H: -2.031 0.219 -0.916
H: 2.482 -1.357 0.057

Frontier orbital gap, hartree: 0.3072
Spin multiplicity: 1
LUMO level, Eh: 0.0104
Energy, Eh: -661.4138
Energy above the lowest of the compared OMol25 structures with the same formula, charge and spin, kcal/mol: 107.79
HOMO, eV: -8.08

=====

# C2H4N2OS

A single C2H4N2OS molecule at a distorted geometry (ωB97M-V/def2-TZVPD, the OMol25 dataset).

Cartesian coordinates (Å):
H: 2.524 -0.560 -1.134
N: 1.731 0.030 -0.836
C: 1.211 -0.526 0.181
N: 0.155 0.029 0.865
O: -0.494 1.130 0.250
C: -1.693 0.833 -0.242
S: -2.409 -0.590 -0.211
H: 1.529 -1.440 0.711
H: -0.508 -0.690 1.154
H: -2.047 1.784 -0.738

SMILES: [H]/N=C/NOC=S
Frontier orbital gap, hartree: 0.3580
Spin multiplicity: 1
LUMO level, Eh: 0.0085
Energy, Eh: -661.4584
Energy above the lowest of the compared OMol25 structures with the same formula, charge and spin, kcal/mol: 79.75
HOMO, eV: -9.51